[1]
DFT (wB97M-V/def2-TZVPD) results for a molecular structure, C41H37F12N3O6PS3Ti at a distorted geometry.

Geometry (Å):
Ti1 -0.21837 0.52735 0.63721
C1 -5.11050 -2.59944 3.83470
C2 -3.95401 -1.68474 3.52540
C3 -2.70381 -1.89410 4.08821
C4 -1.63710 -1.06729 3.78393
C5 -1.78176 -0.01872 2.87741
N1 -0.73326 0.84983 2.52788
C6 -0.06041 1.57647 3.47487
C7 -0.42137 1.53102 4.84092
C8 0.30365 2.17315 5.81985
C9 1.42039 2.93827 5.50642
C10 2.23132 3.63262 6.57171
C11 1.72238 3.09322 4.16235
C12 1.01395 2.45472 3.15218
C13 1.32431 2.81045 1.69412
O1 0.57603 2.14917 0.76878
C14 2.86164 2.63405 1.28641
F1 3.03996 1.59825 0.47144
F2 3.69669 2.45902 2.33241
F3 3.34253 3.70782 0.61615
C15 1.01327 4.34343 1.53789
F4 1.97426 5.13608 2.09058
F5 0.89271 4.70444 0.25841
F6 -0.12693 4.67608 2.16398
C16 -3.03269 0.14477 2.24854
C17 -4.10086 -0.65898 2.60035
C18 -3.04120 1.11153 1.06095
O2 -1.98369 0.86252 0.21057
C19 -4.33670 1.06030 0.20544
F7 -5.45217 1.39910 0.91152
F8 -4.58325 -0.14248 -0.31360
F9 -4.24221 1.92478 -0.82334
C20 -2.96556 2.62658 1.58727
F10 -2.83695 2.72127 2.92590
F11 -4.07346 3.35749 1.30706
F12 -1.96205 3.27975 1.02747
H1 -4.88190 -3.23792 4.68865
H2 -5.31886 -3.24143 2.97504
H3 -6.01697 -2.03147 4.05325
H4 -2.55884 -2.72137 4.77544
H5 -0.66246 -1.24100 4.22389
H6 -1.30366 0.97191 5.11544
H7 -0.00883 2.08088 6.85588
H8 2.18200 3.08663 7.51537
H9 1.85916 4.64573 6.75321
H10 3.27773 3.71088 6.27361
H11 2.54942 3.74028 3.90254
H12 -5.05983 -0.53428 2.11585
O3 -1.38137 -3.62808 -0.47861
S1 -1.72537 -2.22161 -0.44512
O4 -2.70660 -1.88674 0.55236
N2 -0.42193 -1.28413 -0.21523
C21 0.83884 -1.85556 -0.43623
C22 1.15043 -2.83733 -1.37241
C23 2.44228 -3.33918 -1.43765
C24 3.42135 -2.92031 -0.55649
C25 3.11728 -1.98972 0.44838
C26 4.00976 -1.63646 1.49675
C27 3.50692 -0.87686 2.54424
C28 2.22977 -0.36013 2.49649
N3 1.39374 -0.51193 1.42677
C29 1.82018 -1.42089 0.47351
C30 -2.53902 -1.87849 -2.00150
C31 -3.22255 -2.93610 -2.58512
C32 -4.02441 -2.70460 -3.69091
C33 -4.13909 -1.41937 -4.20134
C34 -3.45000 -0.36841 -3.61510
C35 -2.63684 -0.59720 -2.51436
H13 0.37784 -3.20558 -2.02555
H14 2.68740 -4.08590 -2.18490
H15 4.42107 -3.33940 -0.59615
H16 5.02248 -2.02047 1.50304
H17 4.11563 -0.66026 3.41376
H18 1.86383 0.20789 3.33414
H19 -3.11910 -3.92384 -2.15356
H20 -4.56050 -3.52619 -4.15162
H21 -4.75990 -1.23773 -5.07144
H22 -3.51928 0.62836 -4.02251
H23 -2.11028 0.21741 -2.04081
C36 -0.40963 -1.73789 -5.86919
C37 0.89865 -1.29615 -5.23818
C38 1.86235 -2.46570 -5.09497
O5 0.66934 -0.72508 -3.93662
P1 0.72295 0.90118 -3.80034
S2 -0.36014 1.79010 -5.18387
S3 0.62879 1.39130 -1.86092
O6 2.22580 1.21375 -4.34075
C39 3.53176 1.01233 -3.79269
C40 4.39637 0.56144 -4.96465
C41 3.60065 0.01879 -2.64235
H24 -0.21383 -2.26592 -6.80686
H25 -1.03380 -0.87011 -6.06423
H26 -0.93866 -2.40265 -5.18568
H27 1.36610 -0.53814 -5.87514
H28 1.37482 -3.30204 -4.59318
H29 2.72574 -2.16955 -4.49870
H30 2.20139 -2.78902 -6.08182
H31 3.87561 1.99454 -3.44861
H32 4.09092 -0.44154 -5.27091
H33 5.45231 0.54385 -4.68698
H34 4.25638 1.23844 -5.80834
H35 3.16343 -0.93923 -2.93237
H36 3.05493 0.38819 -1.77908
H37 4.64346 -0.13869 -2.35583

Cartesian forces (eV/Å) of the 2 atoms listed first:
Ti 0.398 -0.303 0.289
C 0.087 0.045 -0.109

The multiplicity is 2. As for the total charge: -2.

Here are the Löwdin charges for atoms 1 to 2, given in e: 0.994, -0.058

=====

[2]
DFT (wB97M-V/def2-TZVPD) results for a molecular structure, C41H37FMgN6O3S.

Geometry (Å):
Mg1 -0.51925 -0.72700 -0.68328
N1 0.21390 -4.27152 1.22937
C1 0.07763 -4.22625 2.63892
C2 -0.32710 -5.36118 3.31558
C3 -0.46678 -5.34287 4.69768
C4 -0.18694 -4.18527 5.40409
C5 0.22203 -3.04633 4.71954
C6 0.35094 -3.06062 3.34150
S1 0.85030 -1.58312 2.51931
N2 0.84222 -2.01575 0.87527
C7 0.53921 -3.18836 0.47100
C8 0.56134 -3.44006 -1.01585
C9 0.81592 -4.68904 -1.54741
C10 0.77570 -4.83953 -2.92665
C11 0.48212 -3.74778 -3.71921
C12 0.25813 -2.52706 -3.10212
N3 0.31207 -2.37090 -1.78132
H1 -0.33994 -4.97056 0.76038
H2 -0.54507 -6.26401 2.75518
H3 -0.79271 -6.23591 5.21393
H4 -0.28964 -4.15935 6.48086
H5 0.43288 -2.13149 5.26280
H6 1.06449 -5.52067 -0.90234
H7 0.97125 -5.80606 -3.37285
H8 0.41885 -3.83065 -4.79524
H9 0.01722 -1.63727 -3.67194
C13 1.57945 3.09904 1.15586
C14 1.85640 1.60069 1.31206
C15 2.87901 1.11690 0.31510
C16 4.23137 1.17300 0.62526
C17 5.19388 0.80417 -0.30335
C18 4.79788 0.38439 -1.56135
C19 3.45033 0.31946 -1.91302
C20 3.08025 -0.14188 -3.30428
C21 3.40460 0.89663 -4.38014
C22 2.49578 0.68990 -0.96284
N4 1.10194 0.59609 -1.27232
C23 0.59177 1.49568 -2.04990
C24 -0.75672 1.39861 -2.52699
C25 -1.48712 2.28640 -3.32098
C26 -2.72594 1.67340 -3.53836
C27 -2.66831 0.44069 -2.86917
N5 -1.48890 0.26039 -2.25572
H10 0.90334 3.45798 1.93450
H11 1.11854 3.30800 0.18637
H12 2.50394 3.67725 1.21161
H13 0.91504 1.06869 1.18441
H14 2.21531 1.39264 2.32238
H15 4.52765 1.50601 1.61467
H16 6.24476 0.83913 -0.04497
H17 5.54394 0.08712 -2.29145
H18 2.01959 -0.38125 -3.34833
H19 3.62172 -1.06720 -3.51912
H20 2.91049 1.84652 -4.16340
H21 3.07480 0.56131 -5.36523
H22 4.47757 1.09087 -4.43098
H23 1.18875 2.35155 -2.37210
H24 -1.15226 3.24836 -3.68165
H25 -3.55340 2.05357 -4.11831
H26 -3.43493 -0.32200 -2.81259
C28 -7.13467 0.16216 -1.21091
C29 -6.74422 1.24411 -0.20959
C30 -7.04180 2.62051 -0.77688
C31 -6.50566 3.71876 0.12393
C32 -5.01796 3.55840 0.25681
C33 -4.16968 4.63269 0.35948
C34 -2.79720 4.43211 0.50668
F1 -2.00562 5.52055 0.59742
C35 -2.25326 3.18955 0.56619
C36 -3.10310 2.07696 0.45971
C37 -2.51916 0.74506 0.52022
O1 -1.27131 0.61649 0.60601
C38 -3.43652 -0.34487 0.48262
C39 -4.76157 -0.08567 0.31220
N6 -5.29723 1.13857 0.14597
C40 -4.47474 2.25686 0.27805
C41 -3.01389 -1.80117 0.49488
O2 -3.76521 -2.62459 0.99825
O3 -1.90788 -2.03503 -0.11290
H27 -8.10792 0.40655 -1.63797
H28 -7.21283 -0.82754 -0.76446
H29 -6.40435 0.12148 -2.02158
H30 -7.31497 1.11023 0.71314
H31 -8.12063 2.70289 -0.90817
H32 -6.57931 2.70008 -1.76624
H33 -6.97626 3.64221 1.11028
H34 -6.74264 4.70709 -0.26923
H35 -4.55857 5.64371 0.33642
H36 -1.19057 3.03391 0.68850
H37 -5.44485 -0.92235 0.28049

Cartesian forces (eV/Å) of the 2 atoms listed first:
Mg 0.152 -0.172 0.175
N 0.053 -0.195 0.174

As for the total charge: 0. The calculation puts the energy relative to the best compared isomer or geometry (same formula, charge and spin) at 0.0 kJ/mol.

Here are the Löwdin charges for atoms 1 to 2, given in e: 0.543, 0.135

=====

no.,total energy (eV)
1,-157402.992
2,-77204.925